This record from OMol25 describes C40H62BBrInN10O2P as an isolated structure. The level of theory is ωB97M-V/def2-TZVPD.

Results
Kohn-Sham gap, eV: 4.06
Electronic energy, eV: -146669.075
2S+1: 1
Total charge: -2
Energy relative to the best compared isomer or geometry (same formula, charge and spin), kcal/mol: 0.0
Lowest unoccupied orbital energy, Ha: 0.128

Element x y z (Å)
1 In 0.263 1.196 -0.702
2 B 3.620 2.665 1.738
3 N 2.454 2.144 2.615
4 C 2.526 1.918 3.941
5 C 1.262 1.590 4.396
6 C 0.469 1.638 3.241
7 N 1.197 1.965 2.180
8 N 3.842 1.780 0.476
9 C 5.048 1.517 -0.059
10 C 4.877 0.655 -1.126
11 C 3.494 0.436 -1.164
12 N 2.887 1.126 -0.205
13 H 4.629 2.603 2.406
14 H 3.411 3.821 1.415
15 H 3.456 2.024 4.475
16 H 0.960 1.360 5.404
17 H -0.591 1.464 3.144
18 H 5.942 1.947 0.363
19 H 5.636 0.253 -1.778
20 H 2.908 -0.191 -1.816
21 Br 1.615 1.684 -9.627
22 C 1.195 1.436 -7.777
23 C -0.010 0.846 -7.435
24 C -0.304 0.666 -6.092
25 C 0.583 1.082 -5.108
26 C 1.784 1.678 -5.482
27 C 2.103 1.855 -6.820
28 C 0.260 0.877 -3.632
29 O -0.657 0.106 -3.338
30 O 0.986 1.551 -2.833
31 H -0.701 0.535 -8.207
32 H -1.231 0.200 -5.782
33 H 2.458 1.998 -4.699
34 H 3.039 2.309 -7.118
35 N 1.049 3.461 -0.648
36 H 1.283 4.013 -1.460
37 H 1.726 3.580 0.093
38 H 0.102 3.667 -0.297
39 C -3.445 1.332 -3.016
40 C -3.117 0.556 -1.735
41 C -3.675 -0.867 -1.830
42 C -3.599 1.330 -0.526
43 C -4.941 1.319 -0.186
44 C -5.461 2.088 0.848
45 C -4.583 2.917 1.549
46 C -3.236 2.971 1.259
47 C -2.330 3.919 2.011
48 C -2.386 5.319 1.392
49 C -2.611 3.984 3.514
50 C -2.658 2.170 0.177
51 N -1.379 2.330 -0.136
52 H -3.037 0.822 -3.895
53 H -3.006 2.331 -2.964
54 H -4.528 1.434 -3.134
55 H -2.029 0.491 -1.681
56 H -4.748 -0.862 -2.046
57 H -3.518 -1.413 -0.898
58 H -3.170 -1.408 -2.636
59 H -5.623 0.690 -0.754
60 H -6.516 2.051 1.098
61 H -4.980 3.533 2.354
62 H -1.318 3.543 1.864
63 H -3.387 5.750 1.495
64 H -2.153 5.254 0.327
65 H -1.663 5.989 1.869
66 H -3.571 4.467 3.727
67 H -1.826 4.557 4.016
68 H -2.629 2.981 3.945
69 N 0.710 -0.856 -0.515
70 P 0.472 -2.020 0.426
71 N -1.007 -2.049 1.252
72 C -1.233 -2.916 2.391
73 C -1.174 -2.127 3.697
74 C -2.319 -1.092 3.740
75 C -2.830 -0.757 2.329
76 C -1.692 -0.738 1.324
77 N 1.691 -2.344 1.574
78 C 2.186 -3.642 1.991
79 C 2.821 -3.529 3.375
80 C 4.065 -2.617 3.327
81 C 3.965 -1.623 2.158
82 C 2.514 -1.201 1.986
83 N 0.428 -3.565 -0.332
84 C 1.649 -3.783 -1.135
85 C 1.415 -3.516 -2.618
86 C 0.399 -4.521 -3.181
87 C -0.625 -4.903 -2.097
88 C -0.808 -3.753 -1.116
89 H -0.490 -3.712 2.377
90 H -2.221 -3.393 2.306
91 H -0.207 -1.616 3.736
92 H -1.234 -2.806 4.553
93 H -1.966 -0.177 4.222
94 H -3.148 -1.474 4.343
95 H -3.310 0.223 2.318
96 H -3.579 -1.491 2.017
97 H -0.992 0.058 1.594
98 H -2.071 -0.485 0.332
99 H 2.947 -4.039 1.297
100 H 1.370 -4.365 1.993
101 H 3.088 -4.525 3.740
102 H 2.076 -3.115 4.059
103 H 4.973 -3.220 3.229
104 H 4.144 -2.062 4.266
105 H 4.318 -2.084 1.231
106 H 4.586 -0.744 2.342
107 H 2.413 -0.422 1.231
108 H 2.163 -0.784 2.939
109 H 2.002 -4.816 -0.995
110 H 2.427 -3.108 -0.772
111 H 2.360 -3.575 -3.163
112 H 1.036 -2.495 -2.710
113 H 0.912 -5.421 -3.536
114 H -0.113 -4.080 -4.039
115 H -0.275 -5.778 -1.542
116 H -1.585 -5.163 -2.549
117 H -1.621 -3.966 -0.421
118 H -1.077 -2.839 -1.665